The following is a quantum chemistry calculation of C4H3LiMgNaO2 as an isolated structure, from the OMol25 dataset.

Positions of all 12 atoms, in Å:
C (-0.36, 0.05, -1.07)
O (-0.15, -0.67, -0.01)
Mg (1.43, 0.75, -2.28)
Na (-1.73, -1.51, 1.49)
H (-1.86, 0.59, -2.29)
C (-1.47, -0.41, -1.89)
C (-0.90, -1.36, -2.95)
C (0.40, -1.67, -3.20)
O (1.59, -1.20, -2.66)
Li (1.09, -2.00, -1.04)
H (-2.22, -0.99, -1.31)
H (0.60, -2.45, -3.95)

Results
- HOMO level (spin up / spin down) (eV) = -3.769 / -4.552
- total charge = 0
- multiplicity = 2
- gap between HOMO and LUMO (spin up / spin down) (eV) = 2.29 / 3.12
- relative energy (zero: lowest compared OMol25 entry of this formula, charge and spin) (kJ/mol) = 0.0
- lowest unoccupied orbital energy (spin up / spin down) (eV) = -1.47 / -1.43
- electronic energy (eV) = -18352.288

The following is a quantum chemistry calculation of C4H5NO2S in the gas phase, from the OMol25 dataset.

Positions of all 13 atoms, in Å:
O (-2.16, -0.35, 2.27)
C (-1.02, -0.34, 1.57)
C (-0.72, 0.39, 0.36)
C (0.49, -0.02, 0.05)
C (1.39, 0.35, -1.05)
S (0.48, 0.79, -2.56)
O (0.91, -0.97, 0.91)
N (-0.04, -1.09, 1.90)
H (-2.65, 0.50, 2.18)
H (-1.35, 1.08, -0.19)
H (2.16, 1.11, -0.79)
H (1.98, -0.53, -1.33)
H (1.57, 1.14, -3.29)

Results
- HOMO level (eV) = -9.483
- total charge = 0
- gap between HOMO and LUMO (eV) = 10.02
- relative energy (zero: lowest compared OMol25 entry of this formula, charge and spin) (kJ/mol) = 259.1
- SMILES string = Oc1cc(CS)on1
- lowest unoccupied orbital energy (eV) = 0.54
- electronic energy (eV) = -20647.494

The following is a quantum chemistry calculation of C35H29FeN4O2P2S2 as an isolated structure, from the OMol25 dataset.

Positions of all 75 atoms, in Å:
Fe (1.31, 0.51, 1.52)
N (0.69, 1.91, 3.15)
C (0.19, 1.07, 4.25)
C (-0.30, -0.30, 3.76)
O (-1.06, -0.95, 4.47)
O (0.13, -0.67, 2.60)
H (1.58, 2.34, 3.38)
H (0.03, 2.65, 2.93)
H (-0.62, 1.54, 4.80)
H (1.01, 0.88, 4.96)
C (0.42, 0.21, -2.54)
N (-0.64, 0.21, -1.50)
P (-0.48, 1.58, -0.42)
C (-0.41, 3.01, -1.54)
C (0.33, 4.10, -1.11)
C (0.38, 5.27, -1.86)
C (-0.30, 5.34, -3.06)
C (-1.04, 4.25, -3.51)
C (-1.10, 3.09, -2.75)
C (-2.17, 1.76, 0.27)
C (-3.22, 2.38, -0.40)
C (-4.48, 2.45, 0.18)
C (-4.71, 1.89, 1.43)
C (-3.67, 1.27, 2.11)
C (-2.41, 1.22, 1.53)
P (-0.46, -1.21, -0.46)
C (-2.18, -1.50, 0.08)
C (-2.36, -2.14, 1.30)
C (-3.64, -2.41, 1.77)
C (-4.74, -2.03, 1.03)
C (-4.58, -1.38, -0.19)
C (-3.30, -1.12, -0.66)
C (-0.30, -2.57, -1.66)
C (0.67, -3.52, -1.39)
C (0.82, -4.64, -2.21)
C (0.01, -4.79, -3.32)
C (-0.97, -3.84, -3.60)
C (-1.12, -2.74, -2.78)
H (0.42, 1.14, -3.09)
H (0.23, -0.59, -3.25)
H (1.42, 0.06, -2.12)
H (0.89, 4.03, -0.18)
H (0.97, 6.11, -1.51)
H (-0.26, 6.25, -3.66)
H (-1.57, 4.31, -4.45)
H (-1.68, 2.25, -3.10)
H (-3.07, 2.82, -1.37)
H (-5.29, 2.94, -0.35)
H (-5.69, 1.94, 1.88)
H (-3.83, 0.81, 3.07)
H (-1.61, 0.69, 2.05)
H (-1.49, -2.38, 1.91)
H (-3.75, -2.89, 2.73)
H (-5.74, -2.23, 1.41)
H (-5.44, -1.06, -0.76)
H (-3.16, -0.58, -1.59)
H (1.33, -3.39, -0.54)
H (1.59, -5.37, -1.99)
H (0.13, -5.65, -3.96)
H (-1.61, -3.96, -4.47)
H (-1.89, -2.00, -2.99)
S (3.27, 0.30, 3.08)
C (4.47, -0.38, 2.03)
C (5.59, -1.03, 2.55)
C (6.57, -1.59, 1.74)
C (7.70, -2.23, 2.34)
N (8.60, -2.75, 2.83)
C (6.43, -1.51, 0.35)
C (5.32, -0.88, -0.19)
C (4.34, -0.31, 0.61)
S (2.99, 0.50, -0.16)
C (7.41, -2.08, -0.54)
N (8.18, -2.53, -1.26)
H (5.70, -1.09, 3.63)
H (5.21, -0.82, -1.26)

Results
- HOMO level (spin up / spin down) (eV) = -4.486 / -4.614
- total charge = -1
- multiplicity = 5
- gap between HOMO and LUMO (spin up / spin down) (eV) = 6.64 / 6.76
- relative energy (zero: lowest compared OMol25 entry of this formula, charge and spin) (kJ/mol) = 46.4
- lowest unoccupied orbital energy (spin up / spin down) (eV) = 2.15 / 2.14
- electronic energy (eV) = -121461.519

The following is a quantum chemistry calculation of C29H34F4N4OV as an isolated structure, from the OMol25 dataset.

Positions of all 73 atoms, in Å:
V (0.24, 0.64, 0.30)
C (0.84, 2.06, 4.13)
C (0.77, 3.58, 3.92)
N (0.78, 3.95, 2.52)
C (1.70, 4.98, 2.13)
C (3.14, 4.48, 2.08)
C (-0.52, 3.97, 1.87)
C (-0.51, 3.71, 0.37)
N (0.38, 2.62, 0.05)
C (0.50, 2.16, -1.21)
C (1.58, 1.22, -1.44)
F (2.50, 1.09, -0.42)
C (1.93, 0.76, -2.70)
F (3.00, -0.04, -2.81)
C (1.21, 1.09, -3.81)
C (0.16, 1.99, -3.63)
F (-0.56, 2.36, -4.71)
C (-0.19, 2.51, -2.42)
F (-1.20, 3.39, -2.38)
H (0.62, 1.79, 5.17)
H (1.84, 1.70, 3.87)
H (0.14, 1.55, 3.47)
H (1.61, 4.06, 4.40)
H (-0.14, 3.97, 4.41)
H (1.64, 5.86, 2.79)
H (1.42, 5.32, 1.13)
H (3.51, 4.24, 3.08)
H (3.81, 5.23, 1.64)
H (3.17, 3.57, 1.47)
H (-1.03, 4.94, 2.04)
H (-1.12, 3.19, 2.34)
H (-0.25, 4.62, -0.19)
H (-1.55, 3.46, 0.11)
H (1.42, 0.65, -4.78)
C (1.65, -4.07, -4.20)
C (0.53, -4.59, -3.30)
N (0.37, -3.79, -2.09)
C (-0.87, -3.01, -2.01)
C (-0.90, -1.81, -2.95)
C (0.93, -4.34, -0.89)
O (1.30, -5.53, -0.85)
C (1.07, -3.43, 0.20)
C (1.35, -3.86, 1.54)
C (1.35, -2.92, 2.55)
C (1.12, -1.57, 2.28)
N (0.96, -1.13, 0.97)
C (0.98, -2.03, 0.01)
H (1.74, -4.68, -5.10)
H (2.60, -4.10, -3.65)
H (1.47, -3.03, -4.49)
H (0.73, -5.61, -3.01)
H (-0.42, -4.57, -3.84)
H (-1.01, -2.67, -0.99)
H (-1.72, -3.67, -2.24)
H (-0.04, -1.16, -2.78)
H (-1.80, -1.22, -2.76)
H (-0.90, -2.13, -4.00)
H (1.52, -4.92, 1.73)
H (1.53, -3.21, 3.58)
H (1.05, -0.82, 3.05)
H (0.94, -1.65, -1.01)
C (-1.43, 0.18, 0.61)
C (-2.66, -0.52, 0.79)
C (-2.89, -1.38, 1.91)
C (-4.06, -2.10, 2.05)
C (-5.10, -2.01, 1.12)
C (-4.91, -1.16, 0.03)
C (-3.74, -0.45, -0.14)
H (-2.09, -1.47, 2.64)
H (-4.18, -2.76, 2.91)
H (-6.01, -2.58, 1.24)
H (-5.70, -1.07, -0.71)
H (-3.61, 0.20, -1.00)

Results
- HOMO level (spin up / spin down) (eV) = 0.973 / 0.004
- total charge = -2
- multiplicity = 4
- gap between HOMO and LUMO (spin up / spin down) (eV) = 3.76 / 4.72
- lowest unoccupied orbital energy (spin up / spin down) (eV) = 4.73 / 4.72
- electronic energy (eV) = -75185.389

The following is a quantum chemistry calculation of C18H22O5W as an isolated structure, from the OMol25 dataset.

Positions of all 46 atoms, in Å:
W (0.32, 0.27, -0.09)
C (0.70, -1.03, -2.73)
C (1.77, 0.03, -2.46)
C (1.10, 1.41, -2.58)
C (2.29, -0.18, -1.03)
C (2.49, -1.53, -0.51)
C (2.94, -1.78, 0.76)
C (3.15, -0.72, 1.67)
C (3.62, -0.92, 3.04)
C (2.96, 0.64, 1.16)
C (2.64, 0.90, -0.16)
H (0.05, -0.76, -3.57)
H (-0.03, -1.14, -1.86)
H (1.07, -2.04, -2.88)
H (2.59, -0.03, -3.18)
H (0.14, 1.53, -1.97)
H (0.69, 1.51, -3.59)
H (1.75, 2.26, -2.37)
H (2.31, -2.36, -1.20)
H (3.13, -2.80, 1.08)
H (3.27, -1.86, 3.48)
H (3.48, -0.07, 3.70)
H (4.72, -1.07, 2.95)
H (3.19, 1.48, 1.81)
H (2.72, 1.91, -0.55)
O (-1.06, -1.71, 3.04)
C (-1.47, -1.19, 2.14)
O (-0.20, -1.19, 0.60)
C (-2.54, -0.35, 1.49)
C (-2.70, -0.76, 0.00)
C (-4.06, -0.42, -0.55)
C (-4.08, 1.11, -0.52)
C (-2.67, 1.47, -0.12)
O (-1.79, 0.29, -0.66)
C (-2.31, 1.24, 1.36)
C (-0.83, 1.58, 1.39)
O (0.03, 0.90, 2.01)
O (-0.29, 2.12, 0.30)
H (-3.42, -0.57, 2.11)
H (-2.34, -1.75, -0.27)
H (-4.85, -0.89, 0.05)
H (-4.16, -0.81, -1.56)
H (-4.78, 1.53, 0.21)
H (-4.32, 1.55, -1.48)
H (-2.30, 2.40, -0.54)
H (-2.92, 1.79, 2.08)

Results
- HOMO level (spin up / spin down) (eV) = -24.281 / -24.281
- total charge = +4
- gap between HOMO and LUMO (spin up / spin down) (eV) = 6.80 / 6.80
- relative energy (zero: lowest compared OMol25 entry of this formula, charge and spin) (kJ/mol) = 0.0
- lowest unoccupied orbital energy (spin up / spin down) (eV) = -17.48 / -17.48
- electronic energy (eV) = -31035.200

The following is a quantum chemistry calculation of C10H18AsBF4MgN4O4 as an isolated structure, from the OMol25 dataset.

Positions of all 43 atoms, in Å:
Mg (-1.46, 2.01, -1.14)
O (-0.50, 2.70, 2.58)
C (-0.83, 2.32, 1.47)
O (-0.57, 2.90, 0.35)
C (-1.65, 0.94, 1.34)
O (-1.74, 0.21, 2.32)
O (-2.13, 0.69, 0.17)
N (-1.70, -1.59, -2.09)
H (-2.17, -1.06, -2.82)
H (-0.72, -1.38, -2.23)
H (-1.94, -1.10, -1.22)
C (2.80, 0.54, 2.24)
C (1.85, -0.64, 2.36)
As (0.90, -0.94, 0.66)
C (-0.26, -2.46, 1.15)
C (0.20, -3.43, 2.22)
C (2.33, -1.86, -0.39)
C (3.31, -2.79, 0.31)
H (3.31, 0.75, 3.18)
H (2.25, 1.44, 1.95)
H (3.57, 0.36, 1.48)
H (1.06, -0.42, 3.08)
H (2.37, -1.54, 2.70)
H (-0.47, -2.98, 0.21)
H (-1.18, -1.97, 1.45)
H (1.09, -4.00, 1.93)
H (-0.58, -4.16, 2.45)
H (0.43, -2.91, 3.16)
H (2.87, -1.06, -0.89)
H (1.79, -2.39, -1.17)
H (3.84, -2.27, 1.12)
H (4.07, -3.16, -0.38)
H (2.82, -3.65, 0.75)
N (-3.14, 3.08, -1.71)
C (-3.94, 3.91, -1.84)
N (-4.94, 4.71, -1.96)
C (-4.81, 5.88, -2.54)
N (-4.82, 6.93, -3.05)
F (0.08, 1.11, -2.20)
B (-0.24, 1.69, -3.51)
F (-1.55, 1.26, -3.76)
F (0.65, 1.27, -4.46)
F (-0.24, 3.07, -3.28)

Results
- HOMO level (eV) = -2.982
- total charge = -2
- gap between HOMO and LUMO (eV) = 7.64
- relative energy (zero: lowest compared OMol25 entry of this formula, charge and spin) (kJ/mol) = 70.4
- lowest unoccupied orbital energy (eV) = 4.66
- electronic energy (eV) = -102655.780

The following is a quantum chemistry calculation of C26H59MoO2P3 as an isolated structure, from the OMol25 dataset.

Positions of all 91 atoms, in Å:
Mo (-0.47, 1.11, -1.39)
C (0.75, 0.01, -2.47)
O (1.46, -0.73, -3.09)
C (0.20, 2.49, -0.13)
O (0.58, 3.30, 0.67)
P (-2.77, 1.18, -1.61)
C (-4.07, 1.99, -0.53)
H (-4.87, 2.38, -1.16)
C (-2.10, 2.31, -2.90)
H (-1.29, 2.91, -2.42)
C (-3.38, -0.49, -2.14)
H (-3.74, -0.94, -1.20)
C (3.04, -3.12, 0.50)
P (3.32, -1.54, 1.45)
H (4.21, -1.84, 3.86)
H (2.21, -3.60, 1.05)
C (4.29, -0.12, 0.57)
H (5.38, -0.39, 0.42)
C (-1.49, 1.65, -4.15)
H (-2.22, 1.03, -4.69)
H (-0.64, 0.99, -3.87)
H (-1.05, 2.38, -4.85)
C (-3.22, 3.32, -3.29)
H (-2.95, 4.03, -4.09)
H (-3.50, 3.94, -2.42)
H (-4.12, 2.80, -3.61)
C (-4.64, -0.22, -3.00)
H (-5.40, 0.39, -2.48)
H (-5.18, -1.12, -3.35)
H (-4.39, 0.34, -3.92)
C (-2.40, -1.49, -2.79)
H (-2.95, -2.39, -3.14)
H (-1.66, -1.81, -2.02)
H (-1.86, -1.04, -3.66)
C (-4.72, 0.93, 0.38)
H (-5.34, 0.21, -0.18)
H (-5.38, 1.41, 1.14)
H (-3.96, 0.35, 0.93)
C (-3.50, 3.20, 0.24)
H (-2.97, 2.87, 1.16)
H (-4.34, 3.85, 0.56)
H (-2.79, 3.81, -0.35)
C (4.33, -3.92, 0.73)
H (4.55, -4.02, 1.81)
H (5.17, -3.40, 0.25)
H (4.28, -4.94, 0.31)
C (2.51, -3.02, -0.96)
H (3.22, -2.55, -1.65)
C (2.48, -0.41, 3.93)
H (1.55, -2.48, -1.01)
H (2.31, -4.02, -1.39)
C (2.25, -2.88, 3.72)
H (1.47, -0.41, 3.51)
H (2.40, -0.38, 5.02)
H (2.93, 0.54, 3.61)
C (3.19, -1.69, 3.40)
H (2.10, -2.98, 4.79)
H (2.56, -3.86, 3.35)
H (1.27, -2.64, 3.28)
C (4.28, 1.14, 1.44)
H (3.28, 1.59, 1.43)
H (4.99, 1.92, 1.08)
H (4.56, 0.95, 2.48)
C (3.75, 0.29, -0.82)
H (3.40, -0.54, -1.44)
H (4.52, 0.82, -1.43)
H (2.89, 0.97, -0.72)
H (1.94, -1.30, 1.54)
H (-2.87, 1.20, 2.39)
C (-4.49, 0.22, 4.37)
C (-3.56, 1.41, 4.52)
P (-2.05, 0.99, 3.51)
C (-0.55, 2.03, 3.69)
C (-0.23, 2.21, 5.17)
C (-1.48, -0.75, 3.52)
C (-1.29, -1.32, 4.94)
H (-4.96, 0.23, 3.38)
H (-5.30, 0.18, 5.10)
H (-3.96, -0.74, 4.39)
H (-3.99, 2.27, 3.99)
H (-3.37, 1.80, 5.52)
H (-0.71, 3.00, 3.20)
H (0.29, 1.58, 3.13)
H (0.48, 3.03, 5.32)
H (0.21, 1.31, 5.61)
H (-1.14, 2.46, 5.73)
H (-2.21, -1.40, 3.00)
H (-0.54, -0.87, 2.93)
H (-2.12, -1.05, 5.60)
H (-1.23, -2.42, 4.96)
H (-0.37, -0.96, 5.43)

Results
- HOMO level (spin up / spin down) (eV) = -20.750 / -20.954
- total charge = +4
- multiplicity = 3
- gap between HOMO and LUMO (spin up / spin down) (eV) = 6.66 / 6.63
- relative energy (zero: lowest compared OMol25 entry of this formula, charge and spin) (kJ/mol) = 20.0
- lowest unoccupied orbital energy (spin up / spin down) (eV) = -14.09 / -14.33
- electronic energy (eV) = -61691.198

The following is a quantum chemistry calculation of C2H5NS in the gas phase, from the OMol25 dataset.

Positions of all 9 atoms, in Å:
H (-1.48, 1.57, -1.85)
N (-0.96, 0.78, -2.01)
C (-0.39, 0.43, -0.94)
S (0.55, -0.94, -0.73)
C (0.71, -0.76, 1.17)
H (-0.64, 1.10, 0.16)
H (1.69, -0.98, 1.43)
H (0.05, -1.47, 1.48)
H (0.47, 0.28, 1.28)

Results
- HOMO level (eV) = -9.119
- total charge = 0
- gap between HOMO and LUMO (eV) = 10.02
- relative energy (zero: lowest compared OMol25 entry of this formula, charge and spin) (kJ/mol) = 159.4
- SMILES string = [H]/N=C/SC
- lowest unoccupied orbital energy (eV) = 0.90
- electronic energy (eV) = -14478.685

Question: Which value of total charge does entry 6 give?
Answer: -2